1.
103
Properties=species:S:1:pos:R:3:forces:R:3:lowdin_charge:R:1 method="wB97M-V/def2-TZVPD" total_charge=+1
C 0.9191 -0.1291 3.3015 0.5 0.6 -0.3 -0.0961
C -0.4949 0.5646 3.7929 2.1 1.1 1.5 -0.2231
O -1.5787 0.5105 2.7989 -0.8 -4.0 0.7 -0.1157
C -2.2741 -0.7867 2.7982 -0.7 -3.7 3.4 -0.2485
O -2.2718 -1.6931 3.7793 0.6 6.1 -5.8 -0.0142
C -3.1986 -1.1304 1.4476 0.3 0.6 -0.3 -0.0839
C -4.1137 0.1486 0.9557 -0.7 0.0 -0.1 -0.1764
C -4.1190 0.3922 -0.6724 0.5 0.0 -0.9 -0.1707
C -2.6193 0.7433 -1.2900 0.4 0.9 -0.2 -0.2650
C -2.3515 2.3468 -1.5188 0.1 0.4 1.1 -0.1747
C -0.9214 2.6707 -2.2515 -0.5 0.7 -0.3 -0.2297
C -1.1061 4.1744 -2.9602 0.6 -1.0 1.4 -0.0552
C 0.2502 5.0926 -2.9018 -0.8 8.5 -0.9 -0.1570
O 0.0639 6.4396 -2.9809 1.8 -10.0 0.7 0.0018
F 1.6475 4.6090 -2.8215 -4.4 0.7 -0.2 -0.0251
C -0.5130 1.6520 -3.4680 1.8 1.7 0.0 -0.1088
N -0.9168 0.2086 -3.2652 0.2 -0.8 -0.3 -0.1461
C 0.1006 -0.6081 -2.4497 0.7 -3.1 0.2 -0.0882
C 0.0581 -2.1329 -3.1351 -0.8 0.0 -0.7 -0.1716
C 1.0766 -2.2640 -4.4250 -0.5 -0.9 0.2 -0.2132
C 2.6351 -2.2430 -3.9057 -0.8 0.5 -0.2 -0.1960
C 3.3036 -0.8441 -4.4427 0.4 0.1 0.7 -0.2176
C 4.3855 -0.2486 -3.3615 -1.2 0.8 -0.9 -0.2216
C 4.5560 1.3874 -3.5990 1.1 -1.0 1.0 -0.1943
C 5.1994 1.9677 -2.1783 -0.6 -0.4 -0.2 -0.2084
C 6.5630 1.1510 -1.7088 0.5 0.7 -0.2 -0.2067
C 6.3734 0.3323 -0.2899 -0.4 0.4 0.1 -0.1586
C 5.8796 -1.2252 -0.4653 0.2 0.4 -1.2 -0.2539
O 6.4629 -2.1705 0.5047 -2.1 -0.4 -2.4 -0.2400
C 5.9827 -3.5152 0.0444 0.5 -0.8 1.2 -0.1182
C -2.3530 0.0237 -2.7714 -2.2 -1.3 1.7 -0.3558
P -3.5798 0.8231 -4.0565 -1.1 1.7 -0.6 0.8993
C -5.3578 0.1029 -3.8249 0.0 -1.1 0.8 -0.3043
C -3.0798 0.3981 -5.8500 1.4 -1.4 -0.5 -0.3251
H 1.6630 0.7247 2.9271 -1.7 -1.9 0.7 0.0831
H 1.4893 -0.6702 4.1936 -1.5 1.0 -2.0 0.0995
H 0.7527 -0.8555 2.3949 0.3 1.2 1.9 0.0767
H -0.2458 1.7217 3.9452 -0.9 -2.5 -0.5 0.1421
H -0.7731 0.1543 4.8543 0.1 0.6 -2.4 0.1253
H -2.4765 -1.4299 0.5691 -1.1 0.6 1.8 0.1069
H -3.9033 -2.0694 1.6215 1.8 2.1 0.1 0.1413
H -3.7761 1.1327 1.5096 -0.7 -2.0 -1.2 0.1246
H -5.2369 -0.1234 1.2489 2.5 0.9 -0.5 0.1325
H -4.4906 -0.5769 -1.2358 0.6 1.8 1.3 0.1089
H -4.8306 1.2751 -1.0184 1.4 -1.9 1.1 0.1216
H -1.8491 0.3881 -0.4670 -1.3 0.5 -1.9 0.1284
H -3.1992 2.9120 -2.0960 1.5 -1.5 1.0 0.0998
H -2.3013 2.8444 -0.4365 -0.1 -1.0 -2.3 0.1470
H -0.0952 2.7483 -1.4020 -1.5 -0.4 -2.1 0.1646
H -1.9421 4.7093 -2.2970 2.2 -0.7 -1.7 0.1505
H -1.4877 4.0525 -4.0638 0.9 0.5 2.2 0.1422
H -0.8919 1.9908 -4.5230 0.4 -0.6 2.3 0.1219
H 0.6782 1.6576 -3.5347 -2.6 -0.1 0.0 0.1479
H -0.9000 -0.2397 -4.2306 0.1 0.6 1.3 0.1461
H -0.2135 -0.7621 -1.3334 0.5 1.0 -2.2 0.1393
H 1.2035 -0.2381 -2.5793 -2.3 -0.2 0.3 0.1320
H -1.0397 -2.3141 -3.5656 2.1 0.4 1.1 0.1107
H 0.2080 -2.9880 -2.3236 0.0 2.0 -1.8 0.1399
H 0.8764 -1.4014 -5.2236 0.4 -1.7 1.8 0.1132
H 0.7799 -3.2774 -4.9812 0.8 2.2 1.3 0.1282
H 2.5848 -2.2507 -2.7156 0.4 0.0 -2.5 0.1117
H 3.2035 -3.2068 -4.2600 -1.1 2.0 0.7 0.1259
H 2.4387 -0.0306 -4.5638 1.8 -1.7 0.2 0.0877
H 3.8148 -0.9813 -5.4940 -1.1 0.2 2.1 0.1320
H 3.9182 -0.3680 -2.2863 1.1 0.0 -2.0 0.0943
H 5.4020 -0.8272 -3.4777 -2.1 1.3 0.4 0.1133
H 3.5256 1.9082 -3.8063 2.0 -1.1 0.3 0.0942
H 5.3000 1.5181 -4.5043 -1.6 0.1 1.8 0.1243
H 5.3565 3.1318 -2.2455 -0.1 -2.4 0.1 0.1121
H 4.3863 1.7826 -1.3323 1.6 0.4 -1.8 0.1017
H 6.9810 0.4388 -2.5666 -1.0 1.5 1.8 0.1136
H 7.4070 1.9804 -1.5685 -1.8 -1.9 -0.1 0.1172
H 5.5272 0.9031 0.3196 2.0 -1.2 -1.1 0.1135
H 7.3821 0.4233 0.2969 -2.0 -0.5 -1.0 0.1224
H 4.6956 -1.2841 -0.4273 2.3 0.1 0.1 0.1122
H 6.1666 -1.5901 -1.5652 -0.4 0.7 2.3 0.1150
H 4.9338 -3.4633 -0.4829 2.1 0.0 1.0 0.0862
H 5.8801 -4.1834 1.0250 0.2 1.5 -2.2 0.1108
H 6.7977 -4.0072 -0.6509 -1.7 1.1 1.2 0.1070
H -2.6516 -1.1089 -2.6183 1.3 2.0 -0.5 0.1376
H -5.2028 -1.0645 -3.6715 -1.0 2.3 -0.4 0.0618
H -6.0272 0.3542 -4.7517 1.5 -0.6 1.7 0.0663
H -5.8797 0.5847 -2.8664 1.3 -1.2 -2.2 0.0532
H -3.8680 0.6867 -6.6702 1.4 -0.4 1.9 0.0759
H -2.8490 -0.7541 -5.9506 -0.4 2.2 -0.1 0.0561
H -2.0667 0.9915 -6.0646 -2.2 -1.3 0.3 0.0444
C -3.0053 -2.5686 8.6187 -0.1 -0.3 0.0 -0.0734
C -2.6394 -1.4380 9.5774 0.0 0.1 -0.4 -0.4299
C -3.4492 -0.1427 9.3388 0.3 0.1 0.2 -0.1967
O -3.0108 0.6237 8.2133 -0.5 -0.3 0.2 -0.1958
C -3.5342 0.1882 6.9681 0.4 0.2 0.0 -0.1106
N -1.1922 -1.1922 9.4971 -0.1 0.4 0.0 0.0332
H -2.6033 -2.4158 7.6135 0.0 0.1 0.1 0.0629
H -2.6010 -3.5206 8.9814 0.0 0.2 0.0 0.0783
H -4.0919 -2.6787 8.5398 0.1 0.0 0.0 0.0785
H -2.8717 -1.7878 10.5907 0.0 0.2 -0.1 0.1355
H -3.3049 0.5079 10.2099 0.1 0.0 -0.2 0.1212
H -4.5253 -0.3439 9.2786 0.0 -0.1 -0.2 0.1172
H -4.5568 -0.1905 7.0580 0.1 -0.1 0.0 0.0916
H -2.8815 -0.5714 6.5341 -0.2 -0.2 -0.1 0.0598
H -3.5412 1.0432 6.2854 0.0 0.0 0.2 0.0852
H -0.9388 -0.5000 10.2017 0.0 -0.2 0.0 0.0728
H -1.0150 -0.7094 8.6106 0.0 -0.2 0.3 0.0682

2.
105
Properties=species:S:1:pos:R:3:forces:R:3:lowdin_charge:R:1 method="wB97M-V/def2-TZVPD" total_charge=+1 relative_energy_kcal_mol=3.6
In -13.5142 -18.6884 23.5108 0.4 -0.6 0.9 1.0627
C -11.2335 -22.4775 25.9370 -0.8 -0.2 -2.0 0.0241
C -11.9824 -21.5485 24.9654 0.0 1.8 1.8 -0.6628
O -13.2409 -21.6137 25.0172 -0.6 -0.4 -0.3 0.0569
O -11.4135 -20.5783 24.4127 -0.2 -0.2 -0.4 -0.0751
H -11.2517 -23.4039 25.3549 0.7 -0.3 0.5 0.0953
H -11.8438 -22.6371 26.8175 0.2 0.1 0.1 0.0596
H -10.2509 -22.0355 26.0753 0.1 -0.4 0.2 0.0923
C -15.6790 -18.3848 27.7742 0.0 -0.4 0.1 0.0240
C -14.7555 -18.9056 26.6783 0.7 1.3 0.3 -0.6814
O -14.8449 -20.0368 26.1665 -0.5 -0.7 -0.1 0.0654
O -13.8595 -18.0886 26.3024 0.2 -0.3 -0.5 -0.1425
H -15.4989 -17.3115 27.8101 -0.4 0.1 -0.2 0.0945
H -15.4161 -18.7266 28.7775 0.2 -0.4 -0.2 0.0737
H -16.7124 -18.6748 27.5958 0.0 0.2 -0.1 0.0714
C -12.1044 -20.9617 28.7848 -0.4 0.7 -0.6 -0.0163
C -11.9310 -20.0181 30.0066 1.3 -0.2 0.1 -0.4688
C -10.6849 -20.4640 30.7718 1.2 -0.6 -0.4 -0.1132
C -9.3303 -19.9934 30.1573 -1.4 -0.2 0.1 -0.1609
C -9.3418 -18.5324 29.9230 0.1 0.9 0.3 -0.1618
C -10.5213 -18.0359 29.0908 1.0 0.5 -0.1 -0.4910
N -11.7344 -18.5876 29.6748 -0.8 -0.4 0.0 -0.0276
O -12.9092 -18.0450 29.1480 0.8 -0.4 -0.5 0.0205
C -10.5373 -16.5035 29.2187 -0.5 0.7 0.3 -0.0256
C -10.3556 -18.3790 27.5831 -1.4 0.5 0.3 0.0180
C -13.1133 -20.1150 30.9622 -1.2 -0.1 -0.8 -0.0252
H -12.4817 -21.9251 29.1239 -0.1 0.0 0.1 0.0916
H -11.2246 -21.1547 28.1718 0.4 0.1 0.7 0.0510
H -12.7913 -20.5395 28.0435 -0.4 -0.1 0.2 0.0798
H -10.8503 -20.2283 31.8227 0.5 0.1 0.1 0.1228
H -10.5681 -21.5406 30.6277 -0.7 -0.2 0.7 0.1215
H -9.2753 -20.4958 29.1864 0.5 -0.2 0.1 0.1109
H -8.4762 -20.2252 30.7909 -0.1 -0.5 -0.1 0.1233
H -8.4036 -18.2315 29.4500 -0.1 0.2 0.0 0.1321
H -9.4149 -18.0241 30.8907 0.2 0.0 0.0 0.1308
H -10.7026 -16.1897 30.2515 -0.1 -0.2 0.1 0.0928
H -9.6134 -15.9985 28.9321 0.3 -0.6 -0.2 0.0961
H -11.3120 -16.0170 28.6234 -0.1 -0.3 0.0 0.0832
H -10.6160 -19.4102 27.3605 0.6 -0.1 -0.1 0.0643
H -11.1255 -17.7790 27.0850 0.1 -0.1 -0.3 0.0778
H -9.4003 -18.0276 27.2040 0.1 -0.3 0.1 0.1032
H -13.0677 -19.2838 31.6623 -0.1 -0.2 0.2 0.0998
H -13.2486 -21.0868 31.4399 0.9 0.0 0.3 0.0969
H -14.0640 -20.0732 30.4180 0.1 0.6 -0.1 0.0600
H -12.7958 -18.2091 28.1878 -0.6 0.5 -0.1 0.0729
C -18.8739 -23.5680 25.6197 0.5 1.9 -1.1 -0.0445
C -18.4882 -23.5906 27.0969 -1.7 0.2 -1.4 -0.4770
C -18.1133 -25.0225 27.4502 -0.4 -1.3 0.0 -0.1387
C -17.1376 -25.1679 28.5985 0.5 1.1 -0.5 -0.1529
C -17.0308 -23.9161 29.4535 -0.5 0.3 1.8 -0.1464
C -16.8427 -22.5506 28.7258 0.9 -1.1 0.0 -0.4320
N -17.3347 -22.6926 27.3308 -0.3 -0.5 0.5 -0.0278
O -17.4099 -21.5175 26.6192 -0.1 -0.1 0.5 0.0224
C -17.4702 -21.3653 29.4803 -0.2 0.4 0.6 -0.0170
C -15.3086 -22.3823 28.7198 1.2 0.4 0.2 -0.0350
C -19.7689 -23.1243 27.8550 0.5 -0.2 1.8 -0.0066
H -19.6866 -24.2166 25.3024 0.5 -0.7 0.4 0.0985
H -19.2691 -22.5965 25.2937 -0.1 0.2 0.6 0.0809
H -17.9716 -23.5743 25.0013 -0.1 -0.9 -0.1 0.0963
H -18.9560 -25.6880 27.6669 -0.6 0.8 0.1 0.1289
H -17.7574 -25.5463 26.5587 0.5 0.4 -0.1 0.1214
H -17.3715 -26.0299 29.2168 0.3 -0.1 0.0 0.1219
H -16.1503 -25.2375 28.1331 0.1 -0.6 0.3 0.1158
H -16.2032 -24.1115 30.1434 0.5 0.4 -0.4 0.1174
H -17.7793 -23.7737 30.2438 -0.8 -0.4 -0.6 0.1154
H -16.7621 -21.0645 30.2543 0.1 0.3 -0.2 0.0845
H -18.3991 -21.4992 30.0428 0.0 -0.8 -0.3 0.0909
H -17.7071 -20.5057 28.8523 0.5 0.0 -0.1 0.0479
H -14.9297 -21.5623 28.1098 -0.2 -0.1 -0.2 0.0613
H -14.7025 -23.2747 28.5308 -0.7 -0.3 -1.1 0.0920
H -14.8928 -22.2481 29.7265 -0.8 0.7 0.3 0.0731
H -20.1098 -22.0858 27.8402 0.6 0.2 -0.6 0.0870
H -20.6700 -23.6888 27.6183 0.3 -0.4 -0.3 0.0952
H -19.5101 -23.3194 28.9010 -0.6 0.0 0.1 0.0723
H -18.1382 -21.0094 27.0234 0.1 0.2 -0.2 0.1079
C -18.7600 -15.1897 33.6481 -0.4 -0.1 -0.7 -0.0056
C -18.8909 -14.7668 32.1712 0.4 0.0 -0.9 -0.4848
C -17.5749 -14.1296 31.7194 1.6 -0.6 -0.9 -0.1326
C -16.4375 -15.1286 31.3476 -1.3 0.2 0.2 -0.1633
C -16.9552 -16.2315 30.4659 0.0 -0.9 -0.4 -0.1544
C -18.2316 -16.9681 30.9282 -1.0 -0.1 -0.4 -0.4921
N -19.1953 -15.9600 31.3305 0.6 1.2 -0.6 -0.1117
O -20.4487 -16.4902 31.6256 -0.2 -0.4 0.6 -0.0016
C -18.8451 -17.6560 29.6888 0.1 0.2 -0.9 -0.0319
C -17.9194 -18.0335 31.9758 1.8 0.1 0.8 -0.0097
C -19.9858 -13.7298 31.7999 0.2 -0.6 1.8 -0.0211
H -17.9149 -15.8781 33.6633 -0.1 -0.1 0.3 0.0705
H -19.6779 -15.7103 33.9207 0.1 0.0 0.3 0.0844
H -18.5293 -14.3892 34.3486 -0.2 0.2 -0.1 0.0897
H -17.7671 -13.5045 30.8445 0.0 -0.1 -0.1 0.1157
H -17.1097 -13.4670 32.4507 -0.7 0.1 0.4 0.1221
H -16.0231 -15.6188 32.2316 0.2 0.4 0.1 0.1074
H -15.6663 -14.6136 30.7766 0.2 0.1 0.4 0.1157
H -16.1504 -16.9746 30.4438 -0.1 -0.2 -0.4 0.1106
H -17.1392 -15.8951 29.4431 0.1 0.2 0.0 0.1159
H -19.8490 -18.0683 29.7821 0.1 -0.1 0.6 0.0844
H -18.9274 -16.9386 28.8657 0.0 0.2 0.1 0.0874
H -18.2028 -18.4466 29.2981 0.1 -0.1 0.3 0.0393
H -17.7051 -18.9962 31.5102 -0.5 -0.2 0.1 0.0656
H -16.9369 -17.7710 32.3947 0.0 0.0 0.1 0.0755
H -18.5289 -18.1071 32.8730 -0.7 -0.1 -0.5 0.0872
H -20.8231 -14.0002 32.4472 -0.3 0.7 -0.2 0.0819
H -20.3076 -13.7191 30.7621 0.3 -0.3 -0.1 0.0872
H -19.5535 -12.7592 32.0381 -0.5 0.2 0.2 0.0845
H -21.0736 -16.1087 30.9959 0.2 0.1 -0.1 0.1140

no.,Kohn-Sham gap (eV),HOMO (eV)
1,7.9,-10.4
2,1.7,-10.0